{"formula": "C38H50AgAsN5O6PS", "method": "ωB97M-V/def2-TZVPD", "total_charge": -2, "largest_force_ev_per_a": 1.6, "total_energy_ev": -144912.048, "orbital_gap_ha": 0.1101, "e_above_lowest_ev": 1.078, "homo_ev": 0.90, "e_lumo_ha": 0.1431, "symbols": ["Ag", "C", "C", "C", "C", "N", "H", "H", "H", "H", "H", "H", "H", "H", "H", "C", "O", "P", "O", "C", "O", "C", "H", "H", "H", "H", "H", "H", "H", "H", "H", "C", "N", "C", "N", "C", "N", "C", "N", "C", "C", "H", "H", "H", "H", "H", "H", "H", "H", "H", "H", "H", "H", "O", "As", "C", "C", "C", "C", "C", "C", "C", "C", "C", "C", "C", "C", "C", "C", "C", "C", "C", "C", "H", "H", "H", "H", "H", "H", "H", "H", "H", "H", "H", "H", "H", "H", "H", "O", "C", "O", "C", "C", "C", "C", "S", "C", "C", "H", "H", "H", "H", "H"], "positions_angstrom": [[-0.217, 1.001, -1.554], [-1.375, 2.068, -5.393], [-1.542, 2.627, -3.951], [-0.465, 3.735, -3.769], [-2.932, 3.321, -3.878], [-1.491, 1.593, -2.991], [-1.416, 2.871, -6.131], [-2.167, 1.351, -5.603], [-0.421, 1.553, -5.474], [-0.518, 4.487, -4.560], [0.520, 3.268, -3.769], [-0.613, 4.218, -2.804], [-3.001, 4.153, -4.580], [-3.087, 3.684, -2.865], [-3.711, 2.595, -4.097], [-5.054, 1.047, -0.235], [-3.968, 1.474, 0.539], [-2.432, 0.800, 0.218], [-1.703, 1.878, 1.180], [-1.538, 3.177, 0.666], [-2.443, -0.457, 1.236], [-2.829, -0.350, 2.593], [-5.940, 1.597, 0.105], [-5.239, -0.027, -0.103], [-4.880, 1.249, -1.296], [-0.844, 3.704, 1.322], [-2.499, 3.700, 0.650], [-1.122, 3.125, -0.353], [-2.342, -1.170, 3.120], [-3.916, -0.449, 2.684], [-2.522, 0.605, 3.021], [-2.967, -1.115, -2.626], [-3.707, -2.034, -3.506], [-2.856, -2.326, -4.651], [-1.583, -2.928, -4.270], [-0.900, -1.982, -3.373], [-1.702, -1.690, -2.200], [-1.962, -2.922, -1.484], [-2.680, -3.894, -2.328], [-3.921, -3.273, -2.772], [-1.859, -4.139, -3.508], [-3.575, -0.921, -1.738], [-2.747, -0.162, -3.126], [-2.654, -1.392, -5.179], [-3.387, -3.019, -5.317], [-0.719, -1.044, -3.905], [0.049, -2.422, -3.058], [-2.573, -2.698, -0.606], [-1.017, -3.368, -1.166], [-4.541, -3.060, -1.895], [-4.452, -3.981, -3.423], [-2.383, -4.855, -4.156], [-0.908, -4.577, -3.187], [1.229, 1.670, 0.018], [2.176, 1.616, 1.329], [1.968, 0.248, 2.680], [3.048, -0.446, 3.213], [2.838, -1.408, 4.184], [1.557, -1.661, 4.650], [0.483, -0.937, 4.148], [0.686, 0.011, 3.166], [1.827, 3.285, 2.259], [1.224, 3.351, 3.520], [0.714, 4.539, 3.997], [0.793, 5.703, 3.229], [1.388, 5.651, 1.969], [1.883, 4.462, 1.487], [4.034, 1.642, 0.790], [4.879, 2.727, 1.033], [6.179, 2.713, 0.571], [6.662, 1.612, -0.132], [5.818, 0.535, -0.393], [4.514, 0.549, 0.055], [4.048, -0.255, 2.837], [3.675, -1.975, 4.572], [1.386, -2.438, 5.380], [-0.514, -1.129, 4.523], [-0.140, 0.551, 2.716], [1.159, 2.449, 4.121], [0.229, 4.568, 4.966], [0.381, 6.634, 3.600], [1.434, 6.547, 1.362], [2.303, 4.403, 0.484], [4.499, 3.581, 1.586], [6.830, 3.560, 0.760], [7.686, 1.597, -0.482], [6.192, -0.312, -0.951], [3.824, -0.265, -0.160], [3.173, -6.630, 4.250], [1.916, -6.349, 3.721], [1.007, -7.102, 4.043], [1.813, -5.198, 2.861], [0.540, -4.753, 2.430], [0.389, -3.642, 1.649], [1.504, -2.894, 1.211], [1.366, -1.507, 0.236], [2.774, -3.354, 1.615], [2.926, -4.453, 2.412], [3.785, -5.939, 3.972], [-0.322, -5.323, 2.755], [-0.598, -3.307, 1.354], [3.645, -2.803, 1.282], [3.942, -4.750, 2.667]], "atomic_forces_ev_per_a": [[0.43, 0.22, -0.50], [-0.03, 0.31, 0.17], [0.45, -0.44, 0.50], [-0.22, -0.24, -0.10], [0.35, -0.05, -0.12], [-0.96, -0.16, -0.31], [-0.01, 0.16, -0.41], [-0.15, -0.12, 0.03], [0.15, -0.04, 0.06], [0.07, 0.29, -0.18], [0.06, -0.04, -0.01], [-0.01, 0.05, 0.16], [-0.16, 0.28, -0.22], [0.03, 0.07, 0.16], [-0.11, -0.15, -0.05], [-0.16, -0.16, -0.21], [0.69, -0.05, 0.33], [-0.98, 0.14, -0.69], [0.27, -0.34, 0.81], [0.23, 0.60, -0.40], [0.03, -0.26, 0.39], [-0.13, -0.13, 0.10], [0.09, -0.07, -0.10], [-0.08, 0.04, -0.07], [-0.07, -0.04, -0.06], [-0.01, 0.01, 0.00], [0.01, 0.02, -0.02], [-0.13, 0.16, 0.18], [-0.06, 0.01, 0.08], [0.08, 0.02, 0.04], [0.00, 0.01, 0.04], [-0.03, 0.30, -0.10], [-0.30, -0.07, 0.10], [-0.13, 0.04, -0.27], [0.18, -0.21, -0.15], [0.18, 0.30, -0.09], [0.11, -0.12, 0.38], [0.07, 0.05, 0.03], [-0.04, -0.34, 0.23], [-0.22, -0.05, -0.14], [0.03, -0.19, -0.19], [-0.04, 0.02, -0.02], [0.05, 0.16, 0.09], [-0.02, -0.03, -0.02], [0.03, 0.04, -0.02], [0.03, 0.01, 0.10], [0.05, 0.05, 0.03], [0.04, -0.02, 0.05], [0.02, 0.04, 0.05], [0.00, -0.01, -0.03], [-0.02, -0.01, 0.06], [0.06, 0.02, 0.05], [-0.04, -0.01, -0.03], [-0.33, 0.01, -0.41], [0.65, -0.11, 0.80], [0.09, 0.10, 0.25], [0.12, 0.39, -0.31], [-0.06, -0.13, 0.28], [0.07, 0.05, -0.01], [-0.02, -0.09, 0.12], [-0.15, 0.25, -0.31], [-0.40, 0.69, 0.02], [0.55, -0.70, -0.38], [-0.17, 0.82, 0.01], [0.10, -0.49, -0.02], [-0.21, 0.47, 0.39], [0.33, -0.94, -0.12], [0.44, -0.10, -0.06], [-0.71, -0.17, 0.25], [0.53, -0.13, -0.22], [-0.29, 0.08, 0.12], [0.49, 0.17, -0.02], [-0.70, 0.18, 0.24], [-0.01, -0.05, 0.03], [0.00, -0.01, -0.03], [0.02, -0.05, 0.10], [-0.02, -0.01, -0.07], [-0.11, -0.05, 0.06], [-0.07, 0.10, -0.05], [0.04, -0.02, -0.03], [-0.01, -0.02, 0.00], [0.01, -0.05, -0.03], [-0.14, 0.08, 0.09], [0.11, -0.05, -0.03], [-0.03, -0.02, 0.00], [0.03, 0.02, -0.03], [-0.04, -0.05, -0.04], [0.09, -0.06, 0.00], [-0.48, 0.10, -0.21], [-0.30, -1.32, 0.88], [0.82, 0.72, -0.30], [-0.05, 0.87, -0.55], [0.26, -0.45, 0.38], [-0.18, 0.03, 0.03], [0.10, 0.38, -0.34], [-0.11, -0.03, -0.41], [0.30, -0.12, 0.05], [-0.17, -0.41, 0.22], [-0.09, -0.04, 0.01], [-0.03, 0.02, 0.00], [0.00, 0.01, -0.03], [0.01, 0.01, -0.05], [0.00, 0.03, -0.03]]}